No. 1
ORCA calculation (ωB97M-V/def2-TZVPD) on a structure of composition C2H5InO.

CARTESIAN COORDINATES (ANGSTROEM)
In  -1.83960  -3.90707  -0.17827
C  0.16528  1.16687  0.35040
C  0.15405  -0.19696  -0.30127
O  -0.68849  -1.22319  0.18864
H  0.96663  1.73034  -0.12756
H  0.68025  1.17549  1.31103
H  -0.73883  1.76621  0.24323
H  1.19045  -0.47336  -0.10743
H  0.11023  -0.03829  -1.37877

strongest force on any atom = 6.61 eV Å⁻¹
HOMO-LUMO gap = 5.194 eV
ΔE to the lowest compared entry with this formula, charge and spin = 151.0 kJ/mol
highest occupied orbital energy = -20.593 eV
charge = +2

***

No. 2
ORCA calculation (ωB97M-V/def2-TZVPD) on the molecule C6H10O.

CARTESIAN COORDINATES (ANGSTROEM)
C  1.81180  -0.55463  -0.08630
C  0.57252  0.07997  0.53204
C  0.11798  1.38847  -0.16278
C  -1.37644  1.23016  -0.29719
C  -1.80525  0.03858  0.11423
C  -0.66788  -0.87035  0.51159
O  -0.56586  -1.98449  -0.36687
H  1.65741  -0.72759  -1.15953
H  2.69004  0.09113  0.02573
H  2.01353  -1.52312  0.38405
H  0.77584  0.30654  1.58738
H  0.60009  1.52073  -1.14218
H  0.38639  2.27072  0.43285
H  -2.00858  2.01783  -0.70210
H  -2.83748  -0.30314  0.10841
H  -0.81351  -1.33476  1.49304
H  -0.55060  -1.64603  -1.27239

strongest force on any atom = 0.30 eV Å⁻¹
SMILES string = C[C@H]1CC=C[C@H]1O
HOMO-LUMO gap = 10.576 eV
ΔE to the lowest compared entry with this formula, charge and spin = 16.1 kJ/mol
highest occupied orbital energy = -9.592 eV

***

No. 3
ORCA calculation (ωB97M-V/def2-TZVPD) on a cluster of 2 separate species, C7H7Br2NO in total.

CARTESIAN COORDINATES (ANGSTROEM)
Br  -0.14673  3.76679  0.41648
C  0.46545  1.92583  0.53598
N  1.21525  1.60199  -0.46538
C  1.46489  0.20862  -0.70355
Br  0.39495  -0.10979  -2.39493
C  1.09292  -0.70262  0.37048
C  0.34245  -0.28688  1.41791
C  0.05298  1.16430  1.64935
H  2.51919  0.16906  -1.01633
H  1.25999  -1.78875  0.21949
H  -0.00405  -1.03273  2.07301
H  -0.92380  1.42511  1.88372
H  0.67483  1.59122  2.53905
C  -2.87123  -0.15850  -0.11654
C  -2.19222  -1.29918  -0.10043
O  -1.83388  -2.41498  0.01786
H  -2.34486  0.67454  0.24274
H  -3.71231  -0.05176  -0.61578

strongest force on any atom = 5.52 eV Å⁻¹
SMILES string = BrC1=N[C@H](Br)C=CC1.C=C=O
HOMO-LUMO gap = 9.246 eV
ΔE to the lowest compared entry with this formula, charge and spin = 89.6 kJ/mol
highest occupied orbital energy = -9.320 eV